Record 1
DFT (ωB97M-V with the def2-TZVPD basis set) results for a structure of composition C23H28LuNO.

Last column: Mulliken charge in e.
Cartesian coordinates (Å):
C 2.47440 0.54913 2.85096  -0.46
C 1.10300 0.26462 3.05487  -0.85
C 0.78365 -0.88652 2.31996  -0.18
H 0.41545 0.84307 3.64819  0.49
C 1.95002 -1.30685 1.64454  -0.54
C 2.99825 -0.42257 1.98726  -0.75
H 2.02347 -2.11782 0.94241  0.55
C 2.04745 3.03671 0.66861  -0.85
C 1.00709 2.90569 1.61360  -0.74
C -0.16991 2.54092 0.92772  -0.43
H 1.09480 3.05264 2.67479  0.68
C 0.13095 2.48108 -0.45594  -0.20
C 1.49510 2.79026 -0.60115  -0.79
H -0.19385 -1.32904 2.23357  0.43
H 3.99801 -0.45325 1.59391  0.56
H 3.01436 1.38730 3.25783  0.51
H 2.05441 2.76267 -1.51801  0.58
H -1.12729 2.35175 1.38109  0.50
H 3.07717 3.27532 0.87249  0.40
Lu 1.37871 0.77415 0.72224  1.87
C -0.81264 2.17084 -1.58734  2.52
C -0.82242 3.35887 -2.55541  -1.99
C -2.23421 1.92931 -1.08734  -2.32
H -0.94503 4.29120 -2.00764  0.44
H -1.64313 3.27255 -3.26831  0.50
H 0.10725 3.42148 -3.11624  0.36
H -2.68908 2.85810 -0.74845  0.48
H -2.25947 1.22261 -0.26088  0.35
H -2.85472 1.53150 -1.89020  0.39
C -0.32325 0.93545 -2.37181  -1.32
C -0.39664 -0.32098 -1.57377  0.34
H 0.72578 1.06111 -2.64044  0.22
H -0.88112 0.84850 -3.30023  0.45
O -0.00783 -0.37641 -0.38796  -0.81
N -0.91575 -1.44003 -2.11306  -0.03
C -0.73960 -2.80124 -1.65362  -1.39
H -1.69117 -1.25772 -2.73105  0.36
C -1.43853 -3.15253 -0.35983  0.94
C -0.85531 -3.95286 0.61317  -0.33
H 0.13248 -4.37089 0.47773  0.36
C -1.54831 -4.25443 1.77896  -0.59
H -1.08064 -4.89096 2.51740  0.38
C -2.82264 -3.75311 1.98756  -0.47
H -3.36005 -3.98900 2.89655  0.39
C -3.40924 -2.94747 1.01933  -0.72
H -4.40493 -2.55212 1.17121  0.40
C -2.72198 -2.65250 -0.14589  -0.19
H -3.18869 -2.02718 -0.89909  0.32
H 0.32568 -3.01635 -1.56900  0.41
H -1.10190 -3.44657 -2.45359  0.40
C 3.34386 0.49096 -0.71970  -1.66
H 4.20403 1.05482 -0.30345  0.30
H 3.14903 0.84120 -1.75191  0.38
H 3.60494 -0.58539 -0.78460  0.32

- Total energy: -61464.1232 eV
- Spin multiplicity: 1
- Strongest force on any atom: 0.0566 hartree/bohr
- ΔE to the lowest compared entry with this formula, charge and spin: 0.0000 eV
- HOMO level: -7.1 eV
- LUMO: 0.25 eV

***

Record 2
DFT (ωB97M-V with the def2-TZVPD basis set) results for an isolated molecule of C23H28N2O3.

Last column: natural (NBO) charge in e.
Cartesian coordinates (Å):
C 5.89392 0.61421 1.33911  -0.61
C 5.20893 1.51081 0.31568  -0.40
C 4.31580 0.71489 -0.63940  -0.23
N 3.27822 -0.03224 0.05512  -0.43
C 2.13609 0.74726 0.49067  -0.23
C 1.32939 1.23614 -0.69972  -0.25
C 0.15235 2.13099 -0.46794  -0.41
C 1.38490 2.67417 -1.12261  -0.43
C 3.41789 -1.36641 0.13761  0.65
O 4.36808 -1.96169 -0.34740  -0.65
C 2.40117 -2.18954 0.94505  -0.16
O 1.03045 -1.90690 0.79407  -0.50
C 0.46603 -1.95341 -0.43536  0.41
C 1.09410 -2.43377 -1.58013  -0.33
C 0.41635 -2.44575 -2.78681  -0.16
C -0.88554 -1.98423 -2.87166  -0.25
C -1.51711 -1.51054 -1.73465  -0.18
C -0.85775 -1.49024 -0.51408  -0.21
C -1.51094 -0.90874 0.69877  0.68
O -0.97630 -0.10213 1.43306  -0.62
N -2.77072 -1.36299 0.90082  -0.60
C -3.64029 -0.81287 1.91923  -0.27
C -4.70676 0.05768 1.30555  0.05
C -6.05456 -0.23281 1.45876  -0.25
C -7.01576 0.56865 0.86598  -0.20
C -6.63616 1.66201 0.10738  -0.22
C -5.29165 1.95573 -0.05332  -0.19
C -4.33250 1.15876 0.54332  -0.24
H 5.16014 0.15201 1.99558  0.20
H 6.58569 1.19051 1.94914  0.21
H 6.44441 -0.17800 0.83838  0.22
H 4.62187 2.27410 0.83115  0.19
H 5.96114 2.02483 -0.28561  0.21
H 4.92542 -0.01372 -1.17794  0.24
H 3.84136 1.38884 -1.35684  0.20
H 1.49257 0.15921 1.14417  0.26
H 2.49835 1.60644 1.06364  0.19
H 1.23479 0.49433 -1.48455  0.22
H -0.72861 1.97997 -1.07276  0.21
H -0.06254 2.41728 0.54904  0.22
H 1.34848 2.90611 -2.17680  0.21
H 2.00444 3.35120 -0.55284  0.21
H 2.60229 -2.02287 2.00908  0.22
H 2.61200 -3.24320 0.71782  0.21
H 2.11218 -2.78648 -1.53993  0.24
H 0.91786 -2.81473 -3.66890  0.22
H -1.40419 -1.98657 -3.81802  0.22
H -2.52393 -1.12158 -1.80159  0.22
H -3.17747 -2.00219 0.23682  0.40
H -2.99603 -0.21833 2.57448  0.25
H -4.09000 -1.62602 2.49695  0.20
H -6.35494 -1.08695 2.04940  0.21
H -8.06278 0.33644 0.99484  0.21
H -7.38599 2.28539 -0.35680  0.21
H -4.99147 2.81004 -0.64224  0.21
H -3.28265 1.38692 0.42722  0.22

- Total energy: -33428.2187 eV
- Spin multiplicity: 1
- Strongest force on any atom: 0.0088 hartree/bohr
- ΔE to the lowest compared entry with this formula, charge and spin: 1.4404 eV
- HOMO level: -8.8 eV
- LUMO: 0.74 eV

***

Record 3
DFT (ωB97M-V with the def2-TZVPD basis set) results for the ion C23H28N3S with charge +1.

Last column: natural (NBO) charge in e.
Cartesian coordinates (Å):
C 1.03180 0.99946 2.75731  -0.74
S 0.88022 -0.78428 2.32893  0.61
C 1.75823 -1.47926 3.76852  -0.75
C -1.10412 -1.71701 2.73463  -0.11
C -1.77382 -0.46617 3.09338  0.19
N -2.52685 0.37565 3.46955  -0.21
H 0.18711 1.59984 2.39971  0.28
H 1.11810 1.11079 3.84604  0.25
H 1.96982 1.36764 2.31668  0.27
H 1.51776 -2.54332 3.90456  0.26
H 2.83292 -1.37791 3.62752  0.27
H 1.48074 -0.90346 4.66563  0.25
H -0.65798 -2.09202 3.67121  0.25
C -7.18394 -5.13534 4.94321  -0.41
N -6.52872 -3.88559 4.63968  -0.42
C -7.36150 -2.71406 4.44457  -0.20
C -6.41941 -1.69286 3.74125  -0.44
C -5.28044 -2.53218 3.31824  -0.06
C -5.29698 -3.72279 4.05451  0.29
C -4.20792 -4.58744 4.04783  -0.32
C -3.11052 -4.25180 3.28896  -0.19
C -3.12113 -3.10174 2.51370  -0.07
C -1.81231 -2.59179 1.82746  -0.33
C -1.07962 -3.83051 1.13047  -0.10
C 0.25095 -3.60768 0.75957  -0.16
C 1.05575 -4.64361 0.33758  -0.09
C 0.46635 -5.90894 0.13470  0.28
N 1.38559 -6.78772 -0.35869  -0.42
C 1.09074 -8.11279 -0.83216  -0.40
C 2.64057 -6.13321 -0.64559  -0.19
C 2.47205 -4.70268 -0.07702  -0.44
C -0.86866 -6.14861 0.45147  -0.32
C -1.66844 -5.09508 0.91419  -0.12
C -4.29502 -2.33302 2.39489  -0.17
H -6.64275 -6.00433 4.53377  0.21
H -7.32130 -5.28149 6.03036  0.20
H -8.19707 -5.14196 4.49554  0.21
H -8.24113 -2.94498 3.81691  0.19
H -7.74990 -2.31821 5.39685  0.20
H -6.89571 -1.14768 2.92268  0.23
H -6.10926 -0.95845 4.50766  0.23
H -4.18007 -5.45458 4.68492  0.23
H -2.21133 -4.81616 3.38166  0.22
H -2.09738 -1.94904 0.98718  0.24
H 0.65842 -2.60297 0.84846  0.18
H 0.15120 -8.45812 -0.39073  0.21
H 0.99209 -8.16548 -1.92816  0.19
H 1.88364 -8.80969 -0.53969  0.21
H 3.48568 -6.66671 -0.20676  0.20
H 2.86231 -6.10439 -1.71596  0.19
H 2.72402 -3.93858 -0.81336  0.23
H 3.14061 -4.57868 0.77077  0.22
H -1.26822 -7.14378 0.31751  0.22
H -2.69954 -5.37202 1.15385  0.23
H -4.38980 -1.52629 1.63324  0.22

- Total energy: -39601.6831 eV
- Spin multiplicity: 1
- Total charge: +1
- Strongest force on any atom: 0.0942 hartree/bohr
- HOMO level: -9.6 eV
- LUMO: -4.51 eV

***

Record 4
DFT (ωB97M-V with the def2-TZVPD basis set) results for a structure of composition C23H29AsBrCoN3O7.

Last column: natural (NBO) charge in e.
Cartesian coordinates (Å):
Co 0.75325 0.70384 0.45385  1.15
O -0.29412 4.43474 -2.15889  -0.68
C 0.18750 3.48412 -1.33501  0.77
O 1.13363 2.80197 -1.60373  -0.58
C -0.62021 3.41154 -0.05912  0.07
C -1.75565 4.17333 0.09022  -0.20
C -2.47862 4.05888 1.27741  -0.17
C -2.02425 3.20549 2.25233  -0.19
C -0.87690 2.45840 2.00542  0.13
N -0.19432 2.56469 0.87582  -0.45
C -0.34188 1.45083 3.01969  0.74
O -0.73249 1.58105 4.17420  -0.65
O 0.47569 0.61199 2.52336  -0.78
H 0.26414 4.40579 -2.95068  0.50
H -2.06952 4.83514 -0.70316  0.24
H -3.38238 4.63821 1.42496  0.22
H -2.52261 3.07911 3.20431  0.26
C 4.37588 1.44027 0.03388  -0.97
As 2.88255 1.29330 1.24474  1.10
C 3.59868 0.20240 2.65601  -0.96
C 2.90606 3.02738 2.08957  -0.96
H 5.27741 1.67275 0.59713  0.22
H 4.16978 2.23108 -0.68639  0.24
H 4.50253 0.50516 -0.50888  0.24
H 4.48525 0.68230 3.06421  0.22
H 3.85405 -0.78469 2.27631  0.23
H 2.82664 0.10121 3.41609  0.27
H 3.91375 3.25041 2.43475  0.22
H 2.22088 3.01318 2.93646  0.25
H 2.58203 3.78484 1.37884  0.23
C 2.50658 -2.61676 0.21904  -0.41
N 1.69651 -2.63495 -0.99133  -0.43
C 0.98320 -3.87999 -1.24319  -0.20
C 0.38488 -3.87891 -2.63191  -0.42
C -0.43087 -2.61860 -2.81656  -0.20
N 0.39220 -1.44785 -2.52636  -0.44
C -0.04749 -0.17560 -3.08878  -0.41
C 1.25787 -1.44890 -1.48389  0.85
O 1.73417 -0.37120 -1.04515  -0.78
H 3.11486 -3.52069 0.23393  0.20
H 1.87991 -2.57795 1.11200  0.22
H 3.16105 -1.75334 0.20860  0.22
H 0.20535 -4.00750 -0.48428  0.20
H 1.69248 -4.70010 -1.12971  0.20
H -0.24117 -4.76017 -2.77038  0.22
H 1.18497 -3.90431 -3.37461  0.21
H -1.31021 -2.63207 -2.16353  0.20
H -0.78700 -2.52918 -3.84166  0.21
H -0.18531 -0.31132 -4.16201  0.19
H 0.70719 0.58385 -2.91440  0.24
H -0.98323 0.15652 -2.63802  0.21
Br -4.70180 -4.97961 0.40389  0.05
C -4.33764 -3.12045 0.34212  -0.07
C -5.38937 -2.22212 0.27511  -0.24
C -5.10604 -0.86168 0.22364  -0.20
C -3.79167 -0.41606 0.22246  -0.19
C -2.75022 -1.33302 0.29711  -0.06
C -3.02367 -2.69173 0.36839  -0.24
C -1.31840 -0.87817 0.31200  0.74
O -0.43262 -1.60280 0.76530  -0.70
O -1.08263 0.30534 -0.17046  -0.81
H -6.41015 -2.57949 0.26855  0.23
H -5.92197 -0.15069 0.17788  0.22
H -3.55593 0.63909 0.16284  0.23
H -2.21054 -3.39832 0.45970  0.24

- Total energy: -211636.0001 eV
- ⟨S²⟩: 0.813
- Spin multiplicity: 2
- Strongest force on any atom: 0.0194 hartree/bohr
- ΔE to the lowest compared entry with this formula, charge and spin: 0.4496 eV
- HOMO level (alpha / beta): -8.6 / -8.5 eV
- LUMO (alpha / beta): -0.08 / -0.07 eV

***

Record 5
DFT (ωB97M-V with the def2-TZVPD basis set) results for a structure of composition C23H29BIrN8Si.

Last column: natural (NBO) charge in e.
Cartesian coordinates (Å):
Ir -0.49257 0.82107 0.59157  0.95
B 2.01480 -0.83620 2.40570  0.15
N 1.89228 -0.83915 0.84108  -0.25
C 2.82749 -1.35598 0.05949  0.08
C 2.39454 -1.34669 -1.27059  -0.29
C 1.14139 -0.80005 -1.22586  -0.04
N 0.83131 -0.50735 0.07083  -0.28
N 0.67175 -0.32197 3.02129  -0.26
C 0.37981 -0.41239 4.30986  0.10
C -0.95441 -0.04388 4.52678  -0.29
C -1.43957 0.25793 3.28612  -0.01
N -0.44480 0.07696 2.36657  -0.26
H 2.15618 -1.97482 2.75346  -0.01
H 2.90586 -0.10037 2.71716  0.00
H 3.74244 -1.72689 0.49290  0.26
H 2.92884 -1.70101 -2.13406  0.27
H 0.45031 -0.56717 -2.01882  0.24
H 1.12700 -0.75944 5.00548  0.26
H -1.47924 -0.01679 5.46507  0.27
H -2.41375 0.59810 2.97982  0.24
C -2.65421 7.00649 0.72676  -0.62
C -2.84115 6.52135 -0.70642  -0.23
C -3.96102 5.48981 -0.81806  -0.62
C -1.53738 6.00466 -1.31830  -0.22
N -1.05615 4.78447 -0.64257  -0.14
C -1.35098 3.52251 -0.86952  0.25
N -0.69447 2.80022 0.03220  -0.47
N -0.00067 3.67640 0.81842  -0.01
N -0.22192 4.85383 0.42143  0.03
H -3.57276 7.46677 1.08767  0.24
H -1.85565 7.74464 0.80091  0.23
H -2.41567 6.18205 1.40330  0.20
H -3.10563 7.37761 -1.33306  0.24
H -3.78452 4.63399 -0.15770  0.19
H -4.08301 5.12936 -1.84305  0.21
H -4.90885 5.92837 -0.51038  0.25
H -0.72811 6.72637 -1.23004  0.26
H -1.66722 5.74498 -2.36831  0.23
H -1.97510 3.14425 -1.66251  0.27
C -2.75976 -4.33279 2.15569  -0.15
C -1.81242 -4.09991 1.16410  -0.19
C -1.77292 -2.87447 0.52429  -0.21
C -2.67946 -1.86627 0.87913  -0.52
C -3.62632 -2.11129 1.88030  -0.20
C -3.66667 -3.34518 2.51166  -0.19
Si -2.65611 -0.22740 0.08369  1.37
C -2.68754 0.06611 -1.73156  -0.51
C -1.97556 -0.71806 -2.65036  -0.22
C -2.08463 -0.48592 -4.01140  -0.19
C -2.92815 0.51505 -4.47770  -0.15
C -3.67818 1.27399 -3.58609  -0.21
C -3.55756 1.05480 -2.22336  -0.22
H -2.79107 -5.29401 2.65118  0.24
H -1.11153 -4.87740 0.89190  0.24
H -1.02615 -2.70312 -0.24348  0.21
H -4.34172 -1.34647 2.16241  0.22
H -4.40676 -3.53697 3.27658  0.24
H -3.39980 0.83295 0.81533  -0.17
H -1.36801 -1.54556 -2.30196  0.22
H -1.53480 -1.09921 -4.71262  0.24
H -3.02392 0.68551 -5.54179  0.24
H -4.37338 2.01534 -3.95817  0.24
H -4.16977 1.63104 -1.53581  0.22

- Total energy: -47618.9571 eV
- ⟨S²⟩: 0.759
- Spin multiplicity: 2
- Total charge: +2
- Strongest force on any atom: 0.0104 hartree/bohr
- ΔE to the lowest compared entry with this formula, charge and spin: 1.6797 eV
- HOMO level (alpha / beta): -14.8 / -14.8 eV
- LUMO (alpha / beta): -7.76 / -8.70 eV

***

Record 6
DFT (ωB97M-V with the def2-TZVPD basis set) results for an isolated molecule of C23H29FN6O2S.

Last column: natural (NBO) charge in e.
Cartesian coordinates (Å):
C -0.29325 -5.15344 -0.60616  -0.61
C -1.62307 -4.42202 -0.73926  -0.39
C -1.67836 -3.11245 0.04727  -0.42
C -0.65595 -2.06972 -0.44515  -0.08
C 0.62972 -2.18574 0.29792  0.38
N 0.92985 -2.94896 1.32082  -0.31
N 2.20160 -2.71881 1.60989  -0.05
N 2.70614 -1.86013 0.83148  -0.07
N 1.75235 -1.49089 -0.03449  -0.22
C 1.93175 -0.43113 -0.94383  -0.44
S 1.95259 1.16436 0.03843  2.16
O 1.44532 0.86400 1.34567  -0.93
O 1.25210 2.14209 -0.75180  -0.95
C 3.68299 1.59561 0.13929  -0.39
C 4.50953 0.85295 0.96160  -0.11
C 5.85223 1.17842 1.02460  -0.23
C 6.36708 2.23479 0.27679  0.02
C 7.81639 2.59321 0.37393  -0.63
C 5.50993 2.96384 -0.54237  -0.22
C 4.16531 2.64586 -0.61607  -0.16
N -1.07135 -0.67160 -0.37731  -0.47
C -2.02215 -0.27664 -1.39883  -0.24
C -2.16498 1.25178 -1.37632  -0.21
N -2.66866 1.67397 -0.08791  -0.43
C -4.02986 1.68694 0.15858  0.17
C -4.57956 1.30470 1.39008  -0.27
C -5.93631 1.39575 1.63428  -0.25
C -6.77377 1.86694 0.64338  0.35
F -8.10766 1.94575 0.87510  -0.33
C -6.27142 2.26287 -0.58209  -0.26
C -4.91508 2.17648 -0.81442  -0.24
C -1.72447 1.27202 0.93163  -0.22
C -1.51506 -0.24538 0.94213  -0.25
H -0.35732 -6.13642 -1.06719  0.21
H 0.50950 -4.60465 -1.09389  0.19
H -0.03143 -5.27310 0.44152  0.22
H -1.82695 -4.22063 -1.79512  0.19
H -2.42023 -5.07077 -0.37018  0.21
H -1.50010 -3.31301 1.10366  0.23
H -2.68048 -2.69191 -0.06093  0.21
H -0.44064 -2.26858 -1.50684  0.21
H 1.09486 -0.35673 -1.63271  0.27
H 2.89054 -0.50591 -1.45522  0.25
H 4.09943 0.03485 1.53227  0.25
H 6.50986 0.60698 1.66208  0.22
H 7.97483 3.25208 1.22785  0.23
H 8.15162 3.11325 -0.51964  0.22
H 8.42648 1.70537 0.52051  0.22
H 5.89847 3.78592 -1.12487  0.22
H 3.48050 3.19930 -1.23882  0.24
H -1.64824 -0.60042 -2.37450  0.20
H -3.01972 -0.72550 -1.24397  0.17
H -2.82349 1.56648 -2.18299  0.21
H -1.18075 1.70864 -1.51656  0.22
H -3.95158 0.92178 2.17749  0.21
H -6.34610 1.09410 2.58558  0.23
H -6.93965 2.64219 -1.33926  0.23
H -4.53778 2.51962 -1.76444  0.21
H -2.04385 1.62199 1.91149  0.21
H -0.77037 1.74993 0.69680  0.23
H -0.73875 -0.49481 1.66699  0.23
H -2.45262 -0.74548 1.23406  0.17

- Total energy: -50908.4530 eV
- Spin multiplicity: 1
- Strongest force on any atom: 0.0340 hartree/bohr
- HOMO level: -7.5 eV
- LUMO: 0.39 eV